Record 1
Below is a structure of composition C31H54ClNO3P2SSi2Sn, with properties calculated with the ωB97M-V functional and the def2-TZVPD basis.

**E_HOMO**: -6.573 eV
**LUMO**: -1.23 eV
**Energy above the lowest of the compared OMol25 structures with the same formula, charge and spin**: 178.66 kJ/mol

Structure (ORCA input):
```
! wB97M-V def2-TZVPD RIJCOSX def2/J DEFGRID3
* xyz 0 1
Sn 0.661 0.046 -1.340
Cl 2.466 -0.099 -6.023
S 2.319 1.463 2.286
P -0.054 -2.801 -1.063
P 0.100 2.878 -0.858
Si -1.853 2.965 1.576
Si -1.845 -2.921 1.494
O 3.508 1.938 1.614
O 1.642 -1.985 1.306
O 1.424 2.475 2.819
N 1.585 0.299 1.373
C -2.015 -1.128 0.954
C 1.525 -3.592 -1.678
C 2.627 0.454 3.685
C 2.168 4.858 -0.675
C -0.452 -3.692 0.487
C -3.413 3.912 1.148
C 2.339 -1.812 4.387
C -1.164 2.843 -3.376
C 2.656 -1.443 5.701
C -1.615 2.975 3.422
C -2.813 -0.670 -0.140
C 2.910 0.860 5.006
C 1.674 3.674 -1.504
C -1.348 -3.546 -2.197
C -3.429 -3.840 1.138
C -1.253 -5.059 -2.397
C -0.357 3.749 0.706
C -1.313 -2.791 -3.532
C 1.790 -0.943 1.949
C 2.790 2.626 -1.623
C 2.932 -0.104 6.023
C 0.946 0.076 -5.085
C 2.238 -0.835 3.388
C -1.166 5.091 -2.218
C -2.811 0.745 -0.128
C -1.411 -2.983 3.303
C -1.552 0.025 1.641
C 2.011 -4.796 -0.876
C -2.001 1.187 0.962
C -1.229 3.573 -2.025
C 2.621 -2.522 -1.722
H 0.438 -3.666 1.135
H -3.610 -3.996 0.068
H 2.363 -1.669 -2.369
H 1.260 -3.919 -2.698
H 2.204 -2.868 4.133
H 0.980 -0.047 -3.912
H -2.144 -2.395 3.871
H 3.157 2.313 -0.634
H 3.044 5.309 -1.164
H -0.408 -2.578 3.493
H -0.202 3.006 -3.885
H -2.307 2.270 3.902
H 2.902 -5.195 -1.377
H -2.191 3.320 -1.542
H -0.657 4.795 0.520
H 1.284 -5.613 -0.833
H -3.417 4.881 1.668
H 2.477 4.541 0.329
H -1.943 5.402 -2.931
H -4.269 -3.268 1.555
H -0.584 2.694 3.669
H -4.298 3.354 1.486
H -2.120 -3.172 -4.173
H -2.034 -5.346 -3.112
H -3.410 1.396 -0.758
H 3.111 1.902 5.232
H -1.809 3.979 3.825
H 2.697 -2.176 6.508
H -3.397 -1.311 -0.794
H -3.411 -4.823 1.630
H -1.317 1.761 -3.260
H 2.294 -4.512 0.146
H 1.410 4.035 -2.514
H -1.349 5.649 -1.294
H 1.422 5.653 -0.578
H 2.489 1.727 -2.183
H -1.475 -1.711 -3.398
H 0.466 1.040 -5.407
H 0.206 -0.578 -5.609
H 3.632 3.051 -2.188
H -3.523 4.108 0.074
H -1.954 3.214 -4.047
H 0.469 3.776 1.442
H -0.203 5.414 -2.633
H -1.442 -4.021 3.667
H 2.821 -2.138 -0.708
H 3.148 0.188 7.052
H -0.292 -5.376 -2.821
H -1.074 0.025 2.621
H 3.535 -2.963 -2.139
H -2.297 -3.314 -1.682
H -0.715 -4.734 0.259
H -0.362 -2.938 -4.067
H -1.436 -5.628 -1.481
*
```

---

Record 2
Below is a cluster of 6 separate species, C13H39NO6 in total, with properties calculated with the ωB97M-V functional and the def2-TZVPD basis.

**Structure (SMILES)**: COC[C@H](C)N.CC(C)O.CC(C)O.CO.CO.CO
**E_HOMO**: -8.981 eV
**LUMO**: 0.58 eV
**Energy above the lowest of the compared OMol25 structures with the same formula, charge and spin**: 147.07 kJ/mol

Structure (ORCA input):
```
! wB97M-V def2-TZVPD RIJCOSX def2/J DEFGRID3
* xyz 0 1
O 0.827 0.550 -19.053
O -2.570 6.851 -21.721
O -2.190 4.258 -19.592
O -1.243 8.511 -23.505
O -0.286 5.043 -21.170
O 3.023 2.915 -25.786
N 0.596 -2.123 -16.287
C 0.221 8.622 -21.599
C -2.646 3.739 -17.239
C 0.152 4.120 -22.133
C -0.452 3.050 -18.445
C 0.764 0.488 -20.470
C -3.461 7.760 -21.190
C 2.060 -0.233 -16.364
C 0.543 -0.691 -18.450
C -1.524 4.093 -18.343
C -0.495 9.346 -22.710
C 0.577 10.152 -23.624
C 0.670 -0.729 -16.866
C 2.814 4.313 -25.816
H -3.107 2.809 -17.571
H 1.414 -2.715 -16.329
H -1.186 10.116 -22.365
H -2.267 3.463 -16.255
H -2.945 8.415 -20.488
H -0.962 2.114 -18.673
H 2.364 -0.521 -15.357
H 0.216 3.243 -19.285
H 1.943 0.831 -16.163
H -0.526 8.149 -20.960
H 0.687 9.399 -20.993
H 0.306 4.734 -23.020
H 1.393 -0.183 -21.055
H 2.198 4.580 -26.674
H -2.495 6.057 -21.188
H 2.363 2.437 -26.293
H 0.488 -2.077 -15.284
H -1.075 5.058 -18.109
H -3.631 8.480 -21.990
H 0.066 10.771 -24.361
H -0.233 0.094 -20.670
H 0.125 5.890 -21.358
H -0.480 3.243 -22.277
H 1.124 -1.532 -18.827
H -4.283 7.298 -20.644
H 2.208 4.461 -24.921
H 0.924 7.846 -21.901
H -3.382 4.502 -16.985
H 0.806 1.532 -20.779
H 1.354 10.647 -23.041
H 3.821 4.702 -25.968
H 1.039 3.602 -21.769
H 0.899 9.331 -24.265
H 2.903 -0.271 -17.054
H 0.151 2.987 -17.539
H -0.488 -1.021 -18.579
H -0.064 -0.148 -16.307
H -1.517 4.455 -20.248
H -1.760 7.955 -22.917
*
```

---

Record 3
Below is a cluster of 2 separate species, C7H14O3 in total, with properties calculated with the ωB97M-V functional and the def2-TZVPD basis.

**E_HOMO**: -8.446 eV
**LUMO**: 0.51 eV
**Energy above the lowest of the compared OMol25 structures with the same formula, charge and spin**: 282.88 kJ/mol

Structure (ORCA input):
```
! wB97M-V def2-TZVPD RIJCOSX def2/J DEFGRID3
* xyz 0 1
O 0.183 -1.485 -1.665
O 2.555 -0.336 -1.224
O -2.257 1.112 0.390
C -0.257 -1.005 2.004
C -0.499 -1.074 0.523
C 1.970 -1.073 -0.161
C 0.491 -1.317 -0.431
C -1.081 0.990 -0.280
C -1.210 0.770 -1.694
C 0.056 1.827 0.235
H 0.201 1.687 1.307
H -0.750 -0.341 -1.911
H 0.699 -0.550 2.260
H 2.151 -0.505 0.751
H -0.180 2.883 0.063
H 2.130 -0.674 -2.028
H -1.478 -1.455 0.242
H -2.235 0.843 -2.051
H 0.979 1.576 -0.284
H -1.043 -0.423 2.500
H -0.516 1.349 -2.296
H 2.459 -2.050 -0.040
H -2.087 1.252 1.331
H -0.282 -2.000 2.460
*
```

---

Q: The highest E_HOMO belongs to which entry?
A: C31H54ClNO3P2SSi2Sn

---

Q: The lowest E_HOMO belongs to which entry?
A: C13H39NO6

---

Q: LUMO of number 2 (C13H39NO6)?
A: 0.58 eV